Record 1
65
Properties=species:S:1:pos:R:3 method="wB97M-V/def2-TZVPD" e_lumo_ev="-9.9 / -10.6" e_tot_ev=-54100.805 relative_energy_kj_mol=0.0 multiplicity=5 charge=+3 gap_ev="4.83 / 6.03" largest_force_ev_per_a=3.75 s_squared=6.042
Os 15.3117 8.8493 9.1085
C 11.3490 4.8074 11.6999
C 11.0935 6.1931 12.2814
N 12.1882 7.1482 12.0806
C 12.6857 7.5729 10.8875
S 14.4351 7.8994 10.9814
N 11.9849 7.8912 9.7930
N 13.6436 9.1538 8.2171
C 13.5500 9.9487 7.1284
C 12.2677 10.4808 6.5905
C 14.8296 10.4327 6.7143
C 15.0728 11.1789 5.5666
C 16.3957 11.5495 5.2408
C 17.3921 11.3340 6.1937
C 17.1170 10.6154 7.3239
N 15.8545 10.0827 7.5586
H 10.3882 4.2439 11.6381
H 12.0231 4.2352 12.3679
H 11.8093 4.8361 10.6847
H 10.8360 6.1198 13.3465
H 10.1795 6.6300 11.7912
H 12.9211 7.0514 12.7916
H 11.4430 10.0799 7.1984
H 12.1498 10.1502 5.5516
H 12.2337 11.5754 6.6793
H 14.2333 11.4750 4.9166
H 16.6072 11.9942 4.2656
H 18.3819 11.7568 6.0706
H 17.8376 10.4382 8.1192
C 14.2609 6.5506 7.1966
N 15.4026 6.8717 8.0965
C 16.7688 6.5284 7.6828
C 17.6837 7.2909 8.6166
N 17.2799 8.3644 9.3011
C 18.4516 8.8543 9.9977
C 18.6990 10.0812 10.6625
C 20.0468 10.4464 10.8559
C 21.1265 9.6557 10.3680
C 20.8738 8.3890 9.7602
C 19.5447 8.0455 9.5933
N 18.9919 7.0564 8.7300
C 12.9688 6.8779 7.9116
N 12.7410 8.0889 8.4230
C 10.7369 7.3656 9.4134
C 9.6044 8.0594 9.7621
C 8.4149 7.7269 9.1192
C 8.3129 6.5912 8.2981
C 9.4436 5.8284 8.0135
C 10.7099 6.2952 8.4922
N 12.0078 5.9260 8.0178
H 14.2655 5.4757 6.8908
H 14.3123 7.1395 6.2821
H 15.2210 6.2736 8.9379
H 16.9486 6.8697 6.6352
H 16.9606 5.4320 7.6882
H 17.8386 10.6961 10.9916
H 20.2943 11.3871 11.3819
H 22.1629 10.0238 10.4662
H 21.6355 7.7277 9.3648
H 19.4788 6.2511 8.3294
H 9.6764 8.9269 10.4012
H 7.5070 8.2765 9.3165
H 7.3619 6.2919 7.8332
H 9.4103 4.9107 7.4422
H 12.1055 5.0122 7.5734

---

Record 2
72
Properties=species:S:1:pos:R:3 method="wB97M-V/def2-TZVPD" e_lumo_ev=-0.5 e_tot_ev=-123982.916 relative_energy_kj_mol=77.0 multiplicity=1 gap_ev=7.07 largest_force_ev_per_a=0.73
Y 0.1253 0.7684 -0.3196
C 2.9556 3.9663 -1.3008
C 2.6117 3.0059 -0.3512
N 1.9970 1.9777 -0.9283
N 1.9224 2.2545 -2.2560
C 2.4953 3.4423 -2.4924
B 1.2979 1.2682 -3.3018
N -0.2677 1.2554 -3.2703
C -1.1179 1.9422 -4.0424
C -2.4107 1.6141 -3.6871
C -2.2545 0.6919 -2.6543
N -0.9662 0.4724 -2.4075
N 1.7680 -0.1586 -2.9546
C 2.2780 -1.0962 -3.7648
C 2.4227 -2.2646 -3.0449
C 1.9452 -1.9405 -1.7727
N 1.5427 -0.6780 -1.7259
H 3.4626 4.9000 -1.1453
H 2.7810 3.0012 0.7138
H 2.5452 3.8279 -3.4955
H 1.6646 1.5997 -4.3943
H -0.7460 2.6002 -4.8084
H -3.3242 1.9821 -4.1162
H -3.0051 0.1697 -2.0817
H 2.5156 -0.8595 -4.7866
H 2.8248 -3.2009 -3.3845
H 1.8931 -2.5561 -0.8890
O 1.4851 -2.7052 2.4076
C 0.8297 -2.3479 3.5377
C 0.7630 -3.2948 4.5587
C 0.1144 -2.9916 5.7390
C -0.4778 -1.7438 5.9168
C -0.4143 -0.8114 4.9015
C 0.2342 -1.0894 3.6977
C 0.2604 -0.0904 2.5983
O 0.7612 -0.4716 1.4410
N -0.2501 1.0737 2.8378
N -0.2876 1.8854 1.6870
C -0.3942 3.1425 1.9426
C -0.4861 4.1902 0.9523
C -0.3996 5.5208 1.3852
C -0.4601 6.5668 0.4928
C -0.6312 6.2786 -0.8666
C -0.7396 4.9831 -1.3170
C -0.6663 3.8974 -0.4217
O -0.7707 2.6715 -0.8445
H 1.4142 -1.9288 1.8050
H 1.2370 -4.2533 4.4015
H 0.0687 -3.7313 6.5269
H -0.9859 -1.5065 6.8404
H -0.8744 0.1602 5.0153
H -0.3993 3.4306 2.9950
H -0.2776 5.7148 2.4444
H -0.3864 7.5895 0.8341
H -0.6848 7.0928 -1.5795
H -0.8841 4.7591 -2.3659
C -2.1344 -5.0430 -1.3232
Si -1.2020 -4.3147 0.1126
C -1.9486 -4.6117 1.7819
C 0.5665 -4.8651 0.0214
Se -1.3019 -1.9949 -0.2537
H -2.1135 -6.1327 -1.2512
H -1.6366 -4.7568 -2.2506
H -3.1752 -4.7286 -1.3715
H -1.9518 -5.6824 1.9997
H -2.9741 -4.2480 1.8304
H -1.3579 -4.1087 2.5496
H 0.5678 -5.9210 0.3068
H 1.2295 -4.3371 0.7040
H 0.9432 -4.8006 -0.9994
O -3.9266 -2.6868 -0.3109
N -3.2389 -1.7449 -0.4467